DFT (ωB97M-V with the def2-TZVPD basis set) results for a cluster of 2 separate species, C9H14 in total at a distorted geometry.

The LUMO energy is 1.0 eV. The value obtained for the molar mass is 122.2 g mol⁻¹. As for the structure (SMILES): Cc1ccccc1.CC. Its spin multiplicity is 1. For the electronic energy, the calculation gives -9557.760 eV. The value obtained for the energy above the lowest of the compared OMol25 structures with the same formula, charge and spin is 55.9 kcal/mol. Its total charge is 0.

Last columns: bonded neighbours and bond lengths (Å).
Positions of all 23 atoms, in Å:
1 C -1.2603 -1.1100 -2.6391  C2 1.474, H8 1.099, H9 1.047, H10 1.137
2 C -0.2055 -1.3433 -1.6358  C1 1.474, C3 1.420, C7 1.380
3 C 0.6532 -0.2947 -1.2135  C2 1.420, C4 1.338, H11 1.192
4 C 1.4435 -0.4890 -0.1519  C3 1.338, C5 1.406, H12 1.006
5 C 1.3844 -1.6833 0.5874  C4 1.406, C6 1.405, H13 1.127
6 C 0.5721 -2.7401 0.1439  C5 1.405, C7 1.429, H14 1.047
7 C -0.3231 -2.5347 -0.9503  C2 1.380, C6 1.429, H15 1.000
8 H -1.4685 -2.0765 -3.1184  C1 1.099
9 H -0.8788 -0.4468 -3.3541  C1 1.047
10 H -2.2754 -0.9599 -2.1503  C1 1.137
11 H 0.6069 0.7543 -1.7780  C3 1.192
12 H 1.9322 0.2960 0.2451  C4 1.006
13 H 1.7378 -1.7151 1.6570  C5 1.127
14 H 0.3382 -3.5813 0.7219  C6 1.047
15 H -1.0419 -3.2191 -1.0750  C7 1.000
16 C -0.5198 3.0855 1.2901  C17 1.607, H18 1.093, H19 1.162, H20 1.112
17 C 0.1547 2.2085 2.4557  C16 1.607, H21 1.128, H22 1.099, H23 1.221
18 H -1.1745 2.5508 0.5976  C16 1.093
19 H -1.2756 3.9203 1.5757  C16 1.162
20 H 0.4107 3.3531 0.7442  C16 1.112
21 H -0.0859 1.1365 2.2015  C17 1.128
22 H -0.0992 2.7202 3.3952  C17 1.099
23 H 1.3748 2.1685 2.4509  C17 1.221

DFT (ωB97M-V with the def2-TZVPD basis set) results for a cluster of 2 separate species, C9H14 in total at a distorted geometry.

The LUMO energy is 1.0 eV. The value obtained for the molar mass is 122.2 g mol⁻¹. As for the structure (SMILES): Cc1ccccc1.CC. Its spin multiplicity is 1. For the electronic energy, the calculation gives -9559.626 eV. The value obtained for the energy above the lowest of the compared OMol25 structures with the same formula, charge and spin is 12.8 kcal/mol. Its total charge is 0.

Last columns: bonded neighbours and bond lengths (Å).
Positions of all 23 atoms, in Å:
1 C 2.2934 0.2579 0.6356  C2 1.514, H8 1.100, H9 1.077, H10 1.093
2 C 1.1385 -0.6733 0.3316  C1 1.514, C3 1.388, C7 1.400
3 C 0.1703 -1.1900 1.1820  C2 1.388, C4 1.397, H11 1.093
4 C -0.7437 -2.1116 0.6644  C3 1.397, C5 1.384, H12 1.076
5 C -0.7724 -2.5126 -0.6595  C4 1.384, C6 1.387, H13 1.078
6 C 0.1190 -1.9014 -1.5287  C5 1.387, C7 1.389, H14 1.082
7 C 1.0349 -0.9839 -1.0295  C2 1.400, C6 1.389, H15 1.083
8 H 1.9956 1.2918 0.4043  C1 1.100
9 H 3.1806 -0.0813 0.1270  C1 1.077
10 H 2.4927 0.3029 1.7097  C1 1.093
11 H 0.0162 -0.8567 2.2109  C3 1.093
12 H -1.4801 -2.4914 1.3507  C4 1.076
13 H -1.4452 -3.2819 -1.0036  C5 1.078
14 H 0.1139 -2.1107 -2.5901  C6 1.082
15 H 1.5883 -0.4558 -1.7961  C7 1.083
16 C -1.5552 1.7286 -0.5980  C17 1.546, H18 1.090, H19 1.089, H20 1.081
17 C -0.8415 2.4273 0.5817  C16 1.546, H21 1.085, H22 1.090, H23 1.091
18 H -0.8441 1.2905 -1.2978  C16 1.090
19 H -2.1856 0.9742 -0.1285  C16 1.089
20 H -2.2781 2.3709 -1.0818  C16 1.081
21 H -1.4400 2.4070 1.4864  C17 1.085
22 H -0.7557 3.4936 0.3719  C17 1.090
23 H 0.1979 2.1057 0.6574  C17 1.091

DFT (ωB97M-V with the def2-TZVPD basis set) results for a cluster of 2 separate species, C9H14 in total at a distorted geometry.

The LUMO energy (alpha / beta) is -4.8 / -8.4 eV. The value obtained for the molar mass is 122.2 g mol⁻¹. Its spin multiplicity is 2. For the electronic energy, the calculation gives -9548.269 eV. The value obtained for the energy above the lowest of the compared OMol25 structures with the same formula, charge and spin is 73.1 kcal/mol. Its total charge is +1.

Last columns: bonded neighbours and bond lengths (Å).
Positions of all 23 atoms, in Å:
1 C 2.8753 -1.9026 -1.0180  C5 1.444, H12 1.132, H13 1.072, H15 1.065
2 C -0.3867 -0.1372 -1.0694  C3 1.436, C4 1.369, H8 1.090
3 C 0.4935 -1.2456 -0.8245  C2 1.436, C5 1.349, H9 1.027
4 C 0.0187 1.1706 -1.0908  C2 1.369, C6 1.384, H10 1.057
5 C 1.8095 -0.9506 -0.8138  C1 1.444, C3 1.349, C7 1.353
6 C 1.3421 1.4337 -0.7828  C4 1.384, C7 1.426, H11 1.120
7 C 2.2422 0.3305 -0.8646  C5 1.353, C6 1.426, H14 1.063
8 H -1.3080 -0.3977 -1.5908  C2 1.090
9 H 0.0479 -2.1649 -0.9286  C3 1.027
10 H -0.7864 1.8549 -1.1256  C4 1.057
11 H 1.7953 2.4304 -0.5465  C6 1.120
12 H 2.8644 -2.3303 -2.0656  C1 1.132
13 H 2.9594 -2.7904 -0.4227  C1 1.072
14 H 3.2044 0.6360 -1.1975  C7 1.063
15 H 3.9139 -1.6650 -1.0252  C1 1.065
16 C -2.8669 0.1663 2.4643  C17 1.511, H18 1.103, H19 1.237, H20 1.168
17 C -2.3943 1.2345 1.5052  C16 1.511, H21 1.177, H22 1.200, H23 1.264
18 H -3.4455 0.7556 3.1960  C16 1.103
19 H -3.7872 -0.4816 1.9515  C16 1.237
20 H -1.9992 -0.5937 2.6466  C16 1.168
21 H -2.5799 0.9981 0.3668  C17 1.177
22 H -1.1987 1.2653 1.4113  C17 1.200
23 H -2.8138 2.3837 1.8246  C17 1.264

DFT (ωB97M-V with the def2-TZVPD basis set) results for a cluster of 2 separate species, C9H14 in total at a distorted geometry.

The LUMO energy (alpha / beta) is -4.3 / -8.4 eV. The value obtained for the molar mass is 122.2 g mol⁻¹. Its spin multiplicity is 2. For the electronic energy, the calculation gives -9548.681 eV. The value obtained for the energy above the lowest of the compared OMol25 structures with the same formula, charge and spin is 63.7 kcal/mol. Its total charge is +1.

Last columns: bonded neighbours and bond lengths (Å).
Positions of all 23 atoms, in Å:
1 C -1.5203 -1.5899 2.1194  C7 1.538, H13 1.034, H14 1.179, H15 1.139
2 C 0.4067 -0.5905 -1.5233  C3 1.404, C4 1.407, H8 1.125
3 C 1.2318 -0.5074 -0.3908  C2 1.404, C5 1.396, H9 1.095
4 C -0.8829 -1.1515 -1.5461  C2 1.407, C6 1.402, H10 1.053
5 C 0.4223 -0.7675 0.7170  C3 1.396, C7 1.403, H11 1.071
6 C -1.5785 -1.4500 -0.3662  C4 1.402, C7 1.341, H12 1.012
7 C -0.9234 -1.1612 0.7681  C1 1.538, C5 1.403, C6 1.341
8 H 0.9295 -0.1102 -2.3956  C2 1.125
9 H 2.3014 -0.2967 -0.4874  C3 1.095
10 H -1.2518 -1.0365 -2.5253  C4 1.053
11 H 0.8136 -0.5547 1.6905  C5 1.071
12 H -2.5887 -1.5051 -0.3989  C6 1.012
13 H -1.3202 -2.5518 2.4418  C1 1.034
14 H -2.6437 -1.2362 2.1703  C1 1.179
15 H -1.0917 -0.8129 2.8331  C1 1.139
16 C 0.5870 2.8966 0.4713  C17 1.640, H18 1.163, H19 1.027, H20 1.054
17 C 1.7888 2.7806 -0.6386  C16 1.640, H21 1.068, H22 1.211, H23 1.192
18 H 0.9456 2.3146 1.4117  C16 1.163
19 H 0.5858 3.9012 0.6841  C16 1.027
20 H -0.1531 2.4899 -0.1593  C16 1.054
21 H 1.9818 1.8854 -1.1874  C17 1.068
22 H 1.4575 3.5794 -1.4859  C17 1.211
23 H 2.8452 3.1791 -0.2574  C17 1.192